C40H40IrN4P2S2 | ωB97M-V with the def2-TZVPD basis set

XYZ file:
```
89
Properties=species:S:1:pos:R:3
C 4.89 0.54 3.07
H -1.99 0.91 6.22
P -0.70 0.00 1.58
C 5.86 2.61 2.33
H 2.43 1.76 4.65
C -3.47 1.38 -2.02
C 1.76 0.79 6.44
H -0.59 3.22 -3.24
C -0.61 2.58 -4.12
H -2.55 -3.12 4.88
C -2.86 1.74 1.54
H -5.10 1.43 -3.46
C 5.09 1.13 -1.59
C -0.86 2.53 0.44
H 6.90 1.15 3.50
C -2.79 3.94 0.58
H -1.13 1.54 4.00
H 0.22 -0.56 -5.09
C -0.63 0.95 -6.37
H -0.95 4.51 -0.37
H 1.11 -0.45 8.07
C 1.47 -1.50 4.88
C -3.52 -0.76 -3.95
H 6.71 3.29 2.29
C 1.18 -1.55 6.23
H -3.97 2.04 -1.31
H -3.82 2.64 -3.76
C 1.04 0.27 1.44
N 4.53 -0.53 -0.27
H 1.37 -2.39 4.26
C -3.48 2.95 1.26
C 1.32 -0.41 7.01
C 4.68 2.96 1.70
H -0.63 0.31 -7.25
P 2.31 -0.23 2.57
C 3.70 0.99 -1.53
C -2.23 -2.10 4.69
C 2.06 0.84 5.09
H 6.59 -0.14 -0.51
C 3.59 2.09 1.74
C -1.11 2.25 -6.45
H -3.76 0.81 -5.31
H 0.16 2.35 0.11
H 0.86 -2.47 6.68
C 0.71 0.24 -1.73
C -1.92 0.17 5.44
S 2.56 -2.04 1.68
C -1.09 3.07 -5.33
C 1.91 -0.31 4.31
H -2.97 -1.37 -4.67
H 4.97 -0.39 3.61
H -2.40 1.64 -2.00
C -2.99 -0.92 -2.53
H 2.66 2.35 1.25
H 2.93 1.55 -2.04
H 1.87 1.67 7.05
C -0.15 0.46 -5.16
C -0.13 1.27 -4.02
S -0.71 -1.54 0.25
H 5.65 1.85 -2.16
H 4.60 3.90 1.17
H -4.58 -1.01 -4.02
H -2.38 0.90 -4.46
H -3.16 -1.94 -2.21
C -1.43 0.52 4.19
H 4.50 -1.26 0.43
C 5.97 1.41 3.01
C -2.33 -1.14 5.68
N -3.38 0.67 -4.38
N 3.37 -0.01 -0.72
H -4.50 3.12 1.59
C -1.34 -0.45 3.19
H -3.27 4.90 0.39
Ir 1.50 -0.73 -0.19
C 3.70 0.89 2.43
C 0.35 0.73 -2.78
H -4.57 -0.24 -1.40
H -2.72 -1.41 6.65
C 5.58 0.14 -0.77
H -3.39 0.97 2.08
H -1.47 2.64 -7.40
C -1.49 3.73 0.16
C -1.54 1.53 1.14
C -4.03 1.63 -3.41
N -3.60 0.00 -1.59
H -1.63 -2.51 2.67
H -1.91 -0.75 -2.52
C -1.72 -1.77 3.44
H -1.44 4.09 -5.39
```

ΔE to the lowest compared entry with this formula, charge and spin, kcal per mole: 3.9
HOMO-LUMO gap (alpha / beta), hartree: 0.288 / 0.247
E_HOMO (alpha / beta), eV: -12.99 / -12.96
2S+1: 2
Electronic energy, eV: -91164.146
Charge: +2
F_max, eV/Å: 0.31

Mulliken atomic charge list, values in e, 2 entries:
1 C -0.4815
2 H 0.4615

---

C40H40N3P2SSc | ωB97M-V with the def2-TZVPD basis set

XYZ file:
```
87
Properties=species:S:1:pos:R:3
H -0.21 3.38 1.97
C 2.83 2.13 -1.17
H -0.36 3.69 3.72
C 3.99 -2.49 -4.12
C -1.99 -1.98 5.43
H 4.02 -2.12 -3.10
H 2.26 -0.36 -2.24
H 4.61 -3.38 -4.20
H -3.96 6.66 3.34
C 1.80 -2.14 1.28
C 4.07 -1.67 1.92
H -5.17 3.22 1.13
C -1.22 1.38 -0.92
C 3.68 2.78 -2.05
H 0.07 -0.20 -3.47
C 1.51 1.87 -1.54
H -1.37 -3.04 3.57
C 2.86 -3.43 3.03
H -0.13 -1.95 -3.25
C -1.19 -3.64 -1.18
C -4.42 3.75 1.69
C 1.03 2.29 -2.78
C -1.36 -4.75 -1.98
H -2.23 -2.78 6.11
H 0.79 -1.42 -5.47
C 1.12 -4.25 -0.82
N 0.68 -0.70 -0.90
H -0.42 -6.48 -2.84
C 3.20 3.17 -3.29
Sc -0.82 0.10 1.82
H -2.03 -2.98 -0.98
C -2.18 0.41 -1.24
P 0.27 -1.84 0.33
C -0.85 3.23 2.85
H 0.00 2.12 -3.05
H -1.91 -0.64 -1.26
H -5.69 5.44 2.07
C 4.02 -2.69 2.86
C -2.84 3.12 -1.33
H 2.08 -4.06 -0.36
C 0.94 -5.36 -1.63
H 2.81 -4.22 3.76
H 1.91 -2.06 -1.90
C -1.65 0.03 4.52
H 1.76 -6.04 -1.79
C 1.88 2.94 -3.65
H 1.51 3.28 -4.61
H 3.19 1.83 -0.19
H 0.83 -3.73 2.35
H -2.94 2.19 1.48
H 3.02 -0.61 0.39
C -3.74 5.69 2.93
C 2.96 -1.39 1.13
S 2.31 -3.00 -4.55
H 4.98 -1.10 1.79
H 4.89 -2.91 3.46
C -4.71 5.00 2.21
C -2.07 -0.63 5.69
C -1.55 -2.12 4.12
C -0.29 -5.61 -2.21
H 3.86 3.69 -3.98
C 0.60 -1.15 -3.34
H -2.38 -0.15 6.60
H 4.33 -1.74 -4.82
C -3.77 2.16 -1.70
H -3.09 4.16 -1.36
H -1.69 2.14 5.00
H -2.32 -4.96 -2.43
C -3.45 0.81 -1.64
H 2.19 -0.60 -4.73
N -1.34 -0.93 3.54
H -4.18 0.07 -1.92
P 0.49 0.94 -0.36
H -1.76 5.65 3.72
C 0.05 -3.37 -0.61
C -2.50 5.12 3.15
N -0.98 1.78 3.07
C -2.20 3.87 2.62
C 1.46 -1.08 -2.08
H 4.70 2.98 -1.77
C 1.75 -3.15 2.25
C -3.17 3.19 1.89
C -1.57 2.73 -0.92
C -1.46 1.40 4.23
H -0.84 3.48 -0.65
C 1.44 -1.39 -4.59
H -4.75 2.46 -2.04
```

ΔE to the lowest compared entry with this formula, charge and spin, kcal per mole: 16.0
HOMO-LUMO gap, hartree: 0.214
E_HOMO, eV: -12.52
Electronic energy, eV: -96701.159
Charge: +2
F_max, eV/Å: 1.93

Mulliken atomic charge list, values in e, 2 entries:
1 H 0.3140
2 C -0.0297

---

C40H40N5O2ReS2 | ωB97M-V with the def2-TZVPD basis set

XYZ file:
```
90
Properties=species:S:1:pos:R:3
C 3.28 -1.80 2.07
C -5.96 3.64 0.70
H 4.92 3.16 -2.48
C -3.48 1.67 -0.54
H -2.55 -3.70 -5.53
H 3.40 -0.89 2.63
N 1.28 1.21 2.68
H -0.62 2.11 2.86
C -0.10 -1.56 -3.43
C -1.15 -2.25 2.62
C -0.80 -0.85 4.99
H 3.40 -6.14 0.05
C 0.94 -3.12 -0.30
H 3.39 0.95 2.77
C -1.08 -2.33 -2.82
C -1.10 1.65 -0.54
C -0.90 -2.33 -5.57
C 2.47 1.17 -1.29
C -1.96 -3.10 -3.56
H -4.54 6.87 -0.70
H 0.57 -0.98 -2.82
H 1.39 2.30 -3.47
C -4.73 4.75 -1.03
C 3.19 1.87 -2.34
C 2.98 -4.13 0.67
C -0.02 -0.54 3.89
H -1.30 -2.81 1.71
C 4.35 2.64 -1.71
C 2.66 1.73 2.59
H -6.38 2.75 1.14
H 4.37 0.13 -2.88
C -1.87 -3.10 -4.94
C -3.44 1.00 0.67
H 4.26 1.36 -4.14
C -4.93 5.93 -0.33
H -2.69 -3.69 -3.03
C -2.28 2.06 -1.12
H -4.19 4.73 -1.96
H 5.03 1.95 -1.19
C 0.72 -4.31 -0.99
C -1.94 -2.54 3.73
H 1.38 -6.31 -1.37
C 1.08 0.50 3.97
O -2.07 -0.99 -0.85
H -0.15 1.90 -0.99
C 4.23 -2.81 2.23
C 0.41 2.39 2.67
H 2.83 2.13 1.59
C 1.60 -5.39 -0.84
H 2.89 0.30 -3.81
H 0.75 -0.99 -5.31
N 2.24 -1.88 1.25
C 3.71 0.85 -3.36
H 2.75 3.38 -3.82
S -1.35 -2.22 -1.06
H 0.88 1.22 4.77
H 4.81 -4.78 1.61
H -0.15 -4.41 -1.61
H 3.98 3.37 -1.00
C 2.23 2.84 -3.03
C 2.08 -3.04 0.55
H 0.46 2.89 1.70
O -1.96 -3.42 -0.57
H -0.64 -0.32 5.92
H -2.17 0.05 2.09
C 1.84 0.60 -0.42
H -6.63 4.98 2.25
C -2.21 0.63 1.18
Re 0.68 -0.41 0.94
H 1.84 3.57 -2.32
C -0.02 -1.57 -4.81
H 2.01 -0.03 4.23
S -5.03 2.01 -1.35
C -0.21 -1.23 2.69
C -1.76 -1.84 4.91
H -2.27 2.62 -2.04
H 0.72 3.10 3.44
H -2.37 -2.07 5.77
C 2.71 -5.31 -0.04
H -2.68 -3.32 3.65
H -0.83 -2.33 -6.65
N 0.15 -2.02 -0.34
C -5.26 3.59 -0.49
N -5.59 5.98 0.81
N -1.05 0.90 0.57
H -4.34 0.69 1.17
H 2.83 2.52 3.33
C -6.09 4.88 1.32
C 4.09 -3.98 1.52
H 5.05 -2.65 2.90
```

ΔE to the lowest compared entry with this formula, charge and spin, kcal per mole: 16.0
HOMO-LUMO gap (alpha / beta), hartree: 0.228 / 0.247
E_HOMO (alpha / beta), eV: -10.56 / -10.85
2S+1: 2
Electronic energy, eV: -77467.945
Charge: +1
F_max, eV/Å: 3.12

Mulliken atomic charge list, values in e, 2 entries:
1 C 0.1290
2 C -0.1858